Density functional theory data (the ωB97M-V functional and the def2-TZVPD basis) for an isolated ion of composition C5H12N6 and charge +2 at a distorted geometry.

Output
Strongest force on any atom in eV/Å: 4.10
Gap between HOMO and LUMO in eV: 9.561
SMILES string: CC[C@@]1(C(N)=[NH2+])NN=NC1=[NH2+]
Electronic energy in eV: -14300.946
LUMO energy in eV: -9.2

The geometry in ORCA input format:
```
! wB97M-V def2-TZVPD RIJCOSX def2/J DEFGRID3
* xyz 2 1
C -1.60 -0.19 -0.77
C 0.47 -1.13 0.29
C -0.33 0.16 0.04
C 1.58 1.85 0.58
C 0.58 1.44 -0.47
N -2.63 0.06 0.08
N -2.23 0.61 1.13
N -0.95 0.73 1.26
N 1.66 -1.33 -0.30
N -1.72 -0.71 -1.92
N -0.15 -2.03 1.09
H 1.07 2.16 1.53
H 1.88 2.71 0.05
H 2.19 0.97 0.80
H 1.14 1.09 -1.41
H -0.15 2.29 -0.70
H -0.56 1.25 2.01
H 2.11 -0.70 -0.92
H 1.90 -2.28 -0.43
H -0.96 -0.92 -2.55
H -2.65 -1.12 -2.22
H -1.14 -2.15 1.42
H 0.46 -2.79 1.40
*
```

Density functional theory data (the ωB97M-V functional and the def2-TZVPD basis) for an isolated ion of composition C5H12NO and charge -1 at a distorted geometry.

Output
Strongest force on any atom in eV/Å: 6.29
Gap between HOMO and LUMO in eV: 6.713
SMILES string: NCCCCC[O-]
Electronic energy in eV: -8914.169
LUMO energy in eV: 4.3

The geometry in ORCA input format:
```
! wB97M-V def2-TZVPD RIJCOSX def2/J DEFGRID3
* xyz -1 1
C -0.23 2.00 -0.67
O -1.03 1.04 -1.12
C 1.00 1.30 0.20
C 0.63 0.02 1.10
C 0.65 -1.31 0.40
C -0.46 -1.47 -0.78
N -2.01 -1.69 -0.22
H 0.23 2.62 -1.54
H -0.78 2.46 0.17
H 1.79 1.04 -0.43
H 1.49 2.16 0.66
H 1.40 0.01 2.01
H -0.23 0.20 1.81
H 0.70 -2.21 0.87
H 1.68 -1.28 -0.04
H -0.45 -0.36 -1.12
H -0.10 -2.16 -1.52
H -2.39 -0.68 -0.50
H -1.87 -1.68 0.72
*
```

Density functional theory data (the ωB97M-V functional and the def2-TZVPD basis) for a 2-piece molecular cluster, C5H12NO overall at a distorted geometry.

Output
Strongest force on any atom in eV/Å: 1.64
Gap between HOMO and LUMO in eV: 6.748
Electronic energy in eV: -8916.156
LUMO energy in eV: 4.0

The geometry in ORCA input format:
```
! wB97M-V def2-TZVPD RIJCOSX def2/J DEFGRID3
* xyz -1 1
C 2.14 0.98 -0.60
O 0.89 1.42 -0.23
C 2.71 -0.10 0.31
H 2.85 1.83 -0.72
H 2.10 0.55 -1.64
H 3.71 -0.41 -0.01
H 2.05 -0.96 0.41
H 2.82 0.29 1.34
N -1.35 0.90 1.32
C -2.13 0.28 0.22
C -1.97 -2.07 -0.60
C -1.38 -0.91 -0.29
H -1.85 1.70 1.69
H -0.46 1.28 0.89
H -2.24 0.98 -0.62
H -3.09 -0.07 0.59
H -1.44 -2.85 -1.14
H -3.04 -2.16 -0.39
H -0.35 -0.69 -0.53
*
```